No. 1
Density functional theory data (ωB97M-V/def2-TZVPD) for a structure of composition C4H9N3 at a distorted geometry.

Calculated values
- Charge: 0
- Frontier orbital gap: 9.038 eV
- DFT total energy: -321.9203 a.u.

Cartesian coordinates (Å):
C -2.02 -0.11 0.37
C -0.56 -1.84 0.45
C 0.79 0.84 -1.62
C 0.80 1.05 0.85
N -2.85 0.45 0.91
N -0.98 -0.65 -0.22
N 0.02 0.98 -0.36
H -0.97 -2.74 -0.11
H 0.52 -1.99 0.47
H -0.92 -1.87 1.42
H 1.56 1.52 -1.64
H 1.36 -0.05 -1.72
H 0.12 1.12 -2.35
H 1.23 0.06 1.27
H 1.59 1.68 0.62
H 0.30 1.56 1.68

No. 2
Density functional theory data (ωB97M-V/def2-TZVPD) for a cluster of 8 separate species, H17O8 in total at a distorted geometry.

Calculated values
- Charge: +1
- Frontier orbital gap: 10.592 eV
- DFT total energy: -611.7760 a.u.

Cartesian coordinates (Å):
O -0.85 -0.22 0.27
H -0.51 0.72 0.35
H -0.63 -0.78 -0.59
H -0.35 -0.85 0.99
O 3.12 -1.24 0.97
H 3.23 -0.68 0.20
H 2.36 -1.14 1.38
O -1.97 0.17 -2.95
H -1.67 1.06 -2.82
H -1.31 -0.06 -3.64
O 0.54 2.14 -0.16
H 0.54 2.54 -1.06
H -0.05 2.71 0.49
O 0.85 0.02 2.31
H 1.29 0.72 2.85
H 0.59 -0.61 2.95
O 0.19 -2.68 1.05
H 0.25 -3.16 0.26
H -0.28 -3.07 1.66
O -1.86 3.20 0.75
H -2.19 3.44 0.04
H -2.05 3.84 1.48
O 0.31 -1.79 -1.84
H 0.84 -2.09 -2.63
H -0.42 -2.17 -2.31

No. 3
Density functional theory data (ωB97M-V/def2-TZVPD) for a cluster of 5 separate species, C5H5BCl16IO2 in total at a distorted geometry.

Calculated values
- Charge: -1
- Frontier orbital gap: 6.180 eV
- DFT total energy: -8029.5289 a.u.

Cartesian coordinates (Å):
O -0.23 0.85 1.05
O -0.46 -0.19 0.10
C -1.41 0.31 -0.90
B -0.59 0.66 -2.27
I 0.95 -0.91 -2.76
H 0.68 0.68 1.33
H -2.17 -0.50 -1.00
H -1.88 1.25 -0.56
H 0.08 1.64 -2.02
H -1.27 0.90 -3.22
C 2.76 3.17 1.35
Cl 2.37 2.89 -0.36
Cl 2.95 1.62 2.17
Cl 4.26 4.10 1.47
Cl 1.44 4.08 2.12
C 2.91 -0.73 5.76
Cl 2.51 -1.02 4.06
Cl 3.11 -2.29 6.59
Cl 4.42 0.19 5.87
Cl 1.60 0.18 6.53
C -5.20 1.86 -1.69
Cl -5.09 0.58 -2.91
Cl -5.83 1.18 -0.18
Cl -3.60 2.55 -1.41
Cl -6.31 3.13 -2.27
C 0.80 -5.23 -3.37
Cl 0.42 -5.48 -5.08
Cl 1.06 -6.80 -2.58
Cl 2.28 -4.26 -3.23
Cl -0.54 -4.39 -2.58

No. 4
Density functional theory data (ωB97M-V/def2-TZVPD) for a structure of composition C31H31N5OPdS2Si2.

Calculated values
- Charge: -2
- Frontier orbital gap: 5.403 eV
- DFT total energy: -3052.4079 a.u.

Cartesian coordinates (Å):
Pd -0.92 2.09 -0.81
C -2.81 3.12 -3.61
Si -2.04 1.61 -2.74
C -3.52 0.42 -2.57
C -0.93 0.81 -4.10
C -1.36 0.19 -5.27
C -0.46 -0.35 -6.17
C 0.91 -0.25 -5.92
C 1.35 0.38 -4.77
C 0.45 0.91 -3.84
Si 0.88 1.78 -2.19
C 1.87 3.32 -2.72
C 2.22 0.68 -1.40
H -3.33 2.83 -4.53
H -2.04 3.85 -3.87
H -3.52 3.61 -2.94
H -4.02 0.25 -3.53
H -4.24 0.84 -1.86
H -3.20 -0.55 -2.17
H -2.43 0.11 -5.48
H -0.81 -0.84 -7.08
H 1.62 -0.67 -6.62
H 2.42 0.45 -4.58
H 2.71 3.05 -3.37
H 2.25 3.85 -1.85
H 1.22 4.02 -3.27
H 3.14 0.65 -2.01
H 1.86 -0.35 -1.28
H 2.47 1.07 -0.41
S 0.23 3.20 1.07
C -0.95 3.03 2.34
C -0.56 3.28 3.66
C -1.42 3.17 4.74
C -0.94 3.44 6.07
N -0.54 3.68 7.12
C -2.76 2.80 4.51
C -3.17 2.55 3.20
C -2.31 2.66 2.10
S -2.95 2.34 0.52
C -3.70 2.66 5.59
N -4.45 2.56 6.45
H 0.47 3.58 3.84
H -4.20 2.27 3.02
C 4.25 -2.71 -0.81
C 3.45 -2.98 0.43
C 3.06 -1.94 1.27
C 2.30 -2.17 2.41
C 1.87 -3.46 2.71
N 1.04 -3.74 3.81
C 0.13 -2.94 4.48
O -0.12 -3.16 5.66
N -0.47 -1.93 3.79
C -0.62 -1.79 2.38
C -0.89 -2.87 1.56
C -0.96 -2.65 0.19
C -0.80 -1.36 -0.29
N -0.57 -0.33 0.50
C -0.48 -0.53 1.81
C 2.26 -4.51 1.88
C 3.05 -4.27 0.77
H 4.46 -1.65 -0.92
H 3.71 -3.03 -1.70
H 5.20 -3.25 -0.79
H 3.34 -0.92 1.02
H 2.01 -1.34 3.04
H 1.28 -4.55 4.36
H -0.96 -1.28 4.38
H -1.01 -3.86 1.98
H -1.16 -3.47 -0.49
H -0.85 -1.14 -1.35
H -0.28 0.34 2.42
H 1.92 -5.51 2.10
H 3.34 -5.10 0.14